No. 1
Molecular formula: C30H85N5O15
Method: DFT, the ωB97M-V functional and the def2-TZVPD basis

CARTESIAN COORDINATES (ANGSTROEM)
C 0.230 8.038 -5.958
O -1.071 8.024 -5.311
C -1.425 6.601 -4.970
C -2.630 6.751 -3.978
C -3.140 5.291 -3.430
N -3.815 7.397 -4.501
H 1.058 7.923 -5.260
H 0.428 9.078 -6.217
H 0.358 7.414 -6.843
H -1.694 5.922 -5.779
H -0.624 6.183 -4.360
H -2.279 7.366 -3.149
H -2.455 5.113 -2.601
H -3.209 4.557 -4.232
H -4.152 5.516 -3.093
H -3.572 8.315 -4.846
H -4.145 6.946 -5.342
C 2.662 -2.748 5.728
O 1.662 -3.160 6.597
C 1.725 -4.532 7.125
C 2.433 -4.528 8.517
C 3.907 -4.889 8.409
N 1.890 -5.412 9.538
H 2.882 -1.685 5.829
H 2.295 -3.076 4.756
H 3.608 -3.250 5.928
H 0.673 -4.799 7.222
H 2.103 -5.235 6.383
H 2.409 -3.521 8.935
H 4.487 -4.115 7.905
H 4.057 -5.904 8.041
H 4.346 -4.867 9.406
H 2.061 -5.060 10.469
H 2.370 -6.294 9.429
C -4.802 -2.900 5.103
O -6.181 -3.166 5.054
C -6.991 -3.335 6.247
C -8.217 -4.181 6.137
C -9.274 -3.668 5.078
N -8.918 -4.282 7.456
H -4.460 -2.857 4.069
H -4.283 -3.738 5.568
H -4.613 -1.953 5.608
H -6.237 -3.771 6.901
H -7.415 -2.370 6.526
H -7.818 -5.154 5.849
H -9.759 -4.594 4.768
H -9.047 -3.031 4.224
H -10.055 -3.077 5.557
H -9.255 -3.370 7.732
H -8.234 -4.436 8.184
C 1.771 -7.996 -2.905
O 0.455 -7.851 -3.460
C -0.510 -7.617 -2.434
C -1.857 -7.641 -3.211
C -2.223 -6.291 -3.798
N -2.939 -8.058 -2.354
H 2.333 -7.132 -2.550
H 2.437 -8.426 -3.654
H 1.799 -8.659 -2.041
H -0.449 -8.480 -1.770
H -0.304 -6.752 -1.805
H -1.739 -8.455 -3.926
H -3.157 -6.345 -4.358
H -1.359 -5.946 -4.365
H -2.431 -5.562 -3.015
H -2.579 -8.765 -1.728
H -3.756 -8.324 -2.884
C -0.565 -1.339 0.096
O 0.270 -0.671 -0.786
C 0.026 0.736 -0.861
C 1.237 1.250 -1.817
C 1.493 2.736 -1.625
N 1.068 0.872 -3.287
H -1.605 -1.043 -0.042
H -0.232 -1.392 1.133
H -0.687 -2.356 -0.276
H -0.898 1.073 -1.331
H 0.219 1.250 0.081
H 2.188 0.868 -1.446
H 0.552 3.278 -1.535
H 1.925 3.270 -2.471
H 2.058 3.043 -0.744
H 0.729 -0.079 -3.289
H 0.257 1.350 -3.653
O 5.976 1.879 -6.226
C 5.745 2.473 -7.401
C 4.532 1.928 -8.110
O 3.358 2.436 -7.597
H 5.283 2.154 -5.622
H 5.625 3.555 -7.338
H 6.562 2.477 -8.122
H 4.516 0.838 -8.118
H 4.623 2.083 -9.185
H 3.067 1.773 -6.966
O -4.668 2.556 1.591
C -5.701 1.811 2.255
C -6.153 0.570 1.424
O -7.219 -0.097 2.063
H -4.410 3.248 2.204
H -5.271 1.456 3.192
H -6.662 2.316 2.350
H -5.349 -0.153 1.285
H -6.600 0.982 0.519
H -6.747 -0.602 2.729
O 7.075 3.280 4.748
C 7.223 3.978 3.518
C 5.704 4.367 3.092
O 4.716 4.645 4.089
H 7.886 3.030 5.196
H 7.724 4.907 3.788
H 7.783 3.405 2.778
H 5.133 3.660 2.490
H 5.643 5.249 2.455
H 5.225 4.828 4.882
O 4.317 10.598 0.668
C 4.192 9.216 0.314
C 2.949 8.602 1.012
O 1.893 9.135 0.380
H 5.149 10.909 0.303
H 4.270 9.157 -0.771
H 5.034 8.669 0.738
H 3.015 8.638 2.099
H 2.986 7.548 0.737
H 2.139 10.036 0.157
O 3.829 -3.105 -7.741
C 3.536 -3.560 -6.426
C 2.063 -3.932 -6.181
O 1.184 -2.834 -6.340
H 4.778 -3.163 -7.872
H 4.188 -4.424 -6.298
H 3.835 -2.738 -5.776
H 1.795 -4.287 -5.186
H 1.873 -4.803 -6.808
H 0.957 -2.718 -7.266

For the HOMO energy, the calculation gives -9.02 eV. Its relative energy (zero: lowest compared OMol25 entry of this formula, charge and spin) is 129.0 kcal/mol. The total energy is -70640.2001 eV. Its spin multiplicity is 1. The charge is 0.

***

No. 2
Molecular formula: CHBrF2OS
Method: DFT, the ωB97M-V functional and the def2-TZVPD basis

CARTESIAN COORDINATES (ANGSTROEM)
C 1.531 -0.010 -0.462
O -1.931 -1.386 -0.026
F 2.321 1.061 -0.614
F 0.860 0.191 0.747
S -2.424 -0.408 0.886
Br -2.568 1.482 -0.246
H 2.210 -0.930 -0.285

For the HOMO energy (alpha / beta), the calculation gives -9.14 / -10.19 eV. Its relative energy (zero: lowest compared OMol25 entry of this formula, charge and spin) is 72.5 kcal/mol. The total energy is -89410.0469 eV. Its spin multiplicity is 1. The charge is 0.

***

No. 3
Molecular formula: C2H5N3O2
Method: DFT, the ωB97M-V functional and the def2-TZVPD basis

CARTESIAN COORDINATES (ANGSTROEM)
N -1.684 -3.241 -1.159
C -0.982 -2.272 -0.586
N -0.506 -1.213 -0.280
H -1.052 -4.099 -1.293
H -0.753 -0.353 0.308
O 1.745 2.595 -1.127
C 2.321 1.797 -0.541
O 2.911 1.040 0.078
N -0.474 1.214 1.092
H 0.264 1.857 0.827
H -0.517 1.099 2.077
H -1.273 1.577 0.604

For the HOMO energy, the calculation gives -8.95 eV. Its relative energy (zero: lowest compared OMol25 entry of this formula, charge and spin) is 44.6 kcal/mol. The total energy is -10719.8774 eV. Its spin multiplicity is 1. The charge is 0.

***

No. 4
Molecular formula: C20H12INO2Pd
Method: DFT, the ωB97M-V functional and the def2-TZVPD basis

CARTESIAN COORDINATES (ANGSTROEM)
Pd 0.067 0.004 -0.061
I -0.800 2.363 -1.048
C 1.121 2.601 -1.959
C 1.357 3.722 -2.697
C 2.627 3.897 -3.279
C 3.601 2.958 -3.095
C 3.361 1.795 -2.328
C 4.365 0.822 -2.118
C 4.112 -0.292 -1.369
C 2.837 -0.497 -0.803
C 1.839 0.419 -0.980
C 2.078 1.592 -1.741
H 0.586 4.469 -2.831
H 2.817 4.786 -3.866
H 4.581 3.098 -3.535
H 5.342 0.975 -2.559
H 4.887 -1.030 -1.206
H 2.654 -1.393 -0.219
O -1.239 -2.082 3.329
C -0.970 -1.603 2.239
O -0.367 -0.499 2.001
C -1.400 -2.412 1.001
C -2.093 -3.626 1.169
C -2.485 -4.324 0.066
C -2.186 -3.824 -1.223
C -2.553 -4.489 -2.414
C -2.228 -3.959 -3.630
C -1.520 -2.743 -3.712
C -1.151 -2.076 -2.578
C -1.480 -2.601 -1.310
N -1.111 -1.924 -0.186
H -2.292 -3.957 2.178
H -3.026 -5.259 0.155
H -3.093 -5.426 -2.346
H -2.510 -4.472 -4.541
H -1.267 -2.339 -4.684
H -0.599 -1.144 -2.622

For the HOMO energy (alpha / beta), the calculation gives -8.11 / -8.19 eV. The total energy is -38099.5987 eV. Its spin multiplicity is 1. The charge is 0.